DFT (ωB97M-V with the def2-TZVPD basis set) results for 8 unconnected molecules or ions with the total composition C22H42NO32P2S9.

The geometry in XYZ format:
```
108
Properties=species:S:1:pos:R:3:forces:R:3:mulliken_charge:R:1
C 5.6288 -2.1859 0.5112 -0.6 0.3 -0.2 -0.929
C 4.7023 -2.4854 -0.5555 0.4 0.3 0.8 -0.210
C 3.3266 -1.7492 -0.5710 1.4 -1.5 1.3 -0.129
N 2.1234 -2.5733 -0.8848 -1.1 -1.0 -0.6 0.447
C 0.8944 -1.7800 -1.1346 -2.2 -0.3 0.5 0.969
C -0.4294 -2.5649 -0.6343 -2.1 -0.1 -1.4 -1.149
C -1.5749 -1.5297 -0.2311 0.0 -1.2 1.4 0.257
C -2.0573 -1.6005 1.0699 0.0 0.3 -0.7 -0.769
P 0.5649 -1.2969 -2.9341 0.8 2.2 -0.3 0.833
S 1.9281 -0.1033 -3.7244 0.0 -0.3 -0.2 -0.482
C 0.8395 -0.3982 -0.3147 0.8 1.6 4.5 -0.306
O 0.6244 0.6936 -0.8576 -0.4 -0.8 -1.8 -0.512
O 0.9793 -0.4409 0.9793 0.2 -1.7 -2.9 -0.768
P 2.3969 -3.8709 -1.9583 1.2 -0.8 -2.5 0.142
O 0.9715 -4.5682 -2.5123 1.0 0.7 1.7 -0.506
O 3.2135 -5.1603 -1.2251 -2.4 1.9 0.5 -0.484
S 3.3854 -3.4218 -3.5857 -0.2 -0.3 0.6 -0.265
H 6.3368 -1.3171 0.4055 0.9 -2.3 -0.6 0.232
H 5.6414 -2.7499 1.4798 -1.4 1.9 0.0 0.225
H 5.0668 -3.2047 -1.3273 -0.1 2.2 -0.8 0.302
H 3.2623 -1.2478 0.4419 -0.5 -0.6 -1.0 0.414
H 3.4136 -0.9399 -1.3480 0.2 -0.7 0.5 0.218
H -0.8768 -3.1715 -1.4836 1.0 0.3 0.7 0.286
H -0.1903 -3.2608 0.2054 -0.1 0.8 -0.5 0.450
H -2.0117 -0.8007 -0.9742 1.9 -0.3 1.4 0.136
H -2.0111 -0.7070 1.7532 -1.5 -0.5 -1.2 0.235
H -2.4491 -2.5634 1.5045 1.9 0.6 0.1 0.257
H -0.6268 -0.5150 -2.8984 0.4 -1.1 0.2 -0.221
H 0.2849 -2.3976 -3.7879 -0.1 0.0 0.6 0.050
H 1.0513 -4.6194 -3.4851 0.3 0.2 0.5 0.361
H 2.6260 -5.3893 -0.4691 0.7 -0.2 -0.2 0.311
C 2.5291 3.1283 0.6212 -0.6 -0.1 -0.3 0.000
C 3.1693 3.8155 -0.5683 0.2 -0.7 -0.1 -0.263
O 3.9706 4.8624 -0.0058 0.4 -2.7 2.9 -0.244
S 4.5249 4.3767 1.4337 -0.8 -0.8 -0.7 1.084
O 5.8517 3.8820 1.2629 -0.1 0.3 0.4 -0.593
O 4.1980 5.3712 2.3994 0.5 0.0 -0.1 -0.580
O 3.5415 3.1154 1.6364 0.7 0.4 -0.1 -0.313
H 1.6768 3.7000 0.9971 0.0 0.0 0.0 0.255
H 2.2084 2.1120 0.3872 0.0 0.0 0.2 -0.063
H 2.4334 4.2250 -1.2576 0.1 0.2 0.1 0.287
H 3.8322 3.1343 -1.1079 -0.1 0.0 0.0 0.322
C -3.6002 3.6820 -2.8349 0.0 0.6 0.2 -0.373
C -2.0888 3.7291 -2.9585 0.0 -0.2 -0.6 -0.405
O -1.6076 2.8800 -1.9161 -0.7 -0.2 0.4 -0.205
S -2.6596 1.6845 -1.6768 0.6 1.1 -0.1 1.152
O -2.2136 0.5452 -2.3946 -0.8 0.2 -0.1 -0.828
O -2.9949 1.6459 -0.2970 0.0 -0.3 -0.3 -0.603
O -3.9021 2.3293 -2.4901 0.4 -0.3 0.0 -0.299
H -3.9522 4.3270 -2.0259 0.0 0.0 -0.1 0.272
H -4.1001 3.9598 -3.7615 -0.1 -0.3 0.0 0.335
H -1.6936 4.7370 -2.8460 0.1 -0.1 0.2 0.339
H -1.7560 3.3132 -3.9136 0.0 0.1 0.0 0.303
C 5.6975 -6.9796 0.6468 -0.5 0.3 -0.1 -0.236
C 6.3473 -6.2758 -0.5287 0.1 -0.5 -0.4 -0.277
O 7.1366 -5.2394 0.0569 -0.1 -0.2 0.7 -0.292
S 7.6815 -5.7332 1.4957 -0.2 0.4 -0.6 1.220
O 9.0101 -6.2246 1.3292 -0.2 0.0 0.3 -0.648
O 7.3364 -4.7572 2.4662 2.6 0.6 -2.9 -0.422
O 6.6969 -7.0018 1.6692 0.6 0.2 -0.3 -0.342
H 4.8397 -6.4152 1.0213 0.0 0.0 0.0 0.155
H 5.3836 -7.9925 0.3993 0.2 0.0 0.2 0.432
H 5.6165 -5.8595 -1.2201 0.1 0.2 0.2 0.188
H 7.0190 -6.9481 -1.0705 -0.1 0.0 0.0 0.284
C -6.8993 1.5088 0.7424 -0.2 -0.6 0.3 -0.356
C -6.8439 0.8469 -0.6179 0.8 -0.1 0.0 0.074
O -7.8556 1.5028 -1.3906 -0.5 0.6 0.4 -0.307
S -7.9727 3.0363 -0.9077 0.7 -0.8 0.2 1.070
O -7.2136 3.8482 -1.7957 -0.4 0.2 0.2 -0.531
O -9.3373 3.3064 -0.6008 0.2 0.2 -0.3 -0.506
O -7.1502 2.8927 0.4719 -0.2 0.2 -0.8 -0.329
H -7.7299 1.1213 1.3381 0.0 0.0 0.0 0.279
H -5.9700 1.3901 1.2974 0.0 0.3 -0.1 0.340
H -7.0331 -0.2235 -0.5666 -0.2 0.1 -0.1 0.328
H -5.8822 1.0229 -1.1038 0.0 0.0 0.1 -0.067
C 2.4580 9.6072 -1.8939 0.0 0.4 0.2 -0.341
C 3.9740 9.6484 -1.9697 0.0 -0.2 -0.5 -0.361
O 4.4200 8.8876 -0.8479 -0.6 0.1 0.3 -0.340
S 3.3532 7.7056 -0.5487 0.2 0.0 -0.5 1.305
O 3.8243 6.5108 -1.1518 -0.6 3.2 -1.7 -0.509
O 2.9756 7.7796 0.8163 0.1 -0.1 -0.3 -0.569
O 2.1395 8.2878 -1.4546 0.4 -0.1 0.0 -0.324
H 2.0805 10.3149 -1.1507 0.0 0.0 0.0 0.287
H 1.9907 9.8101 -2.8567 0.0 -0.2 0.0 0.306
H 4.3650 10.6634 -1.9246 0.1 -0.1 0.2 0.311
H 4.3380 9.1588 -2.8773 -0.1 0.1 0.0 0.270
C 5.9231 -6.3602 7.0669 0.1 0.5 0.3 -0.351
C 4.4336 -6.1110 6.9137 -0.2 -0.5 0.2 -0.400
O 4.2784 -5.6196 5.5837 0.5 0.0 -0.1 -0.319
S 5.3982 -6.3003 4.6294 0.0 0.5 0.3 1.217
O 4.8014 -7.4066 3.9593 0.2 0.2 0.0 -0.625
O 6.0973 -5.2676 3.9394 -2.7 -1.5 2.7 -0.457
O 6.3487 -6.8776 5.8055 -0.6 -0.1 -0.2 -0.341
H 6.4633 -5.4285 7.2531 0.0 0.0 0.0 0.290
H 6.1424 -7.0708 7.8627 0.1 -0.1 -0.2 0.302
H 4.0556 -5.3896 7.6360 0.0 0.1 -0.2 0.310
H 3.8664 -7.0422 6.9993 0.0 0.0 0.1 0.297
C -13.5809 2.0118 -0.2816 0.0 0.2 0.6 -0.291
C -12.0649 2.0161 -0.3156 -0.1 0.4 -0.5 -0.291
O -11.6894 0.6520 -0.1019 -0.7 -0.4 0.1 -0.270
S -12.8128 -0.3132 -0.7446 0.2 0.6 0.1 1.094
O -12.3723 -0.7209 -2.0334 -0.3 -0.2 0.3 -0.545
O -13.2325 -1.2378 0.2501 0.2 0.0 -0.3 -0.535
O -13.9672 0.8014 -0.9369 0.5 -0.3 -0.2 -0.322
H -13.9540 1.9770 0.7454 0.0 0.0 0.0 0.285
H -14.0072 2.8741 -0.7918 0.0 -0.2 -0.1 0.305
H -11.6326 2.6578 0.4483 0.1 -0.3 0.0 0.315
H -11.6924 2.3196 -1.2962 0.0 0.1 0.1 0.263
```
Positions in Å, forces in eV/Å.

Properties
* charge: -1
* LUMO energy: 1.59 eV
* gap between HOMO and LUMO: 6.084 eV
* E: -206587.464 eV
* strongest force on any atom: 4.83 eV/A
* highest occupied orbital energy: -4.5 eV
* 2S+1: 1